Molecular formula: C9H20N4O3P
Method: DFT, ωB97M-V/def2-TZVPD

The geometry in XYZ format:
```
37
Properties=species:S:1:pos:R:3:forces:R:3
C 3.1964 -1.4654 1.6367 -0.843 -0.566 -0.360
C 2.1449 -1.1549 0.4592 -0.105 -1.895 1.182
O 2.7601 -0.6869 -0.7681 -2.350 2.386 0.965
P 2.1780 0.8219 -1.2806 5.568 2.348 -2.676
O 3.3542 1.5133 -1.9989 -3.289 -1.883 1.945
C 0.8731 0.5153 -2.6017 -1.100 -0.263 0.139
C -0.1089 -0.7259 -2.3266 -0.638 0.184 -1.379
C -1.6410 -0.2404 -2.0922 0.002 -0.650 1.135
C -2.0551 -0.5857 -0.5916 -1.116 -0.584 3.052
N -2.6620 0.2721 0.4134 1.981 -5.298 0.133
C -2.7310 -0.6143 1.5350 0.400 -1.319 -1.383
N -3.1745 -0.3773 2.7913 0.289 1.064 -0.231
N -2.2567 -1.9406 1.2670 -0.801 3.181 -0.636
N -1.8503 -1.8891 -0.0241 -0.020 3.356 -3.428
O 1.7082 1.8692 -0.0308 -1.239 -2.893 -1.952
C 0.2734 1.9471 0.1523 -1.085 1.691 2.267
C 0.0248 3.1886 1.1694 -0.437 -0.115 -1.727
H 3.6133 -2.5210 1.4725 -0.310 1.711 0.172
H 4.0297 -0.6977 1.7155 -1.206 -0.966 -0.092
H 2.5685 -1.5286 2.5972 1.109 0.281 -1.245
H 1.3119 -0.4984 0.8662 1.138 -0.401 -0.676
H 1.6531 -2.1688 0.2082 0.599 1.408 0.329
H 1.3873 0.3473 -3.6137 -0.180 0.288 1.902
H 0.2742 1.4869 -2.7429 0.904 -1.443 0.295
H 0.2360 -1.4328 -1.5088 -0.236 1.094 -0.919
H -0.1268 -1.3480 -3.2929 0.077 0.852 1.513
H -1.7863 0.8716 -2.2720 0.218 -1.442 0.485
H -2.3288 -0.7815 -2.8278 0.778 0.619 1.272
H -3.6658 -1.0783 3.3640 0.685 0.701 -0.584
H -2.9238 0.5436 3.1842 -0.763 -0.874 -0.233
H -2.1724 -2.7701 1.8648 0.013 0.661 -0.432
H -1.4387 -2.6014 -0.6341 -0.391 -0.249 1.075
H -0.1736 1.0382 0.6828 0.777 0.886 -1.029
H -0.3179 2.2015 -0.7819 1.002 -0.551 0.884
H 0.1904 2.9101 2.2535 -0.137 0.459 -1.393
H 0.6868 4.0494 0.8081 -0.757 -1.268 0.820
H -1.0506 3.5307 0.9476 1.462 -0.513 0.807
```
Forces are in eV/Å.

Summary:
**Total charge**: +1
**SMILES string**: CCOP(=O)(CCCc1nc(N)[nH][nH+]1)OCC
**Gap between HOMO and LUMO**: 0.30225 Eh
**Spin multiplicity**: 1
**HOMO energy**: -12.25 eV
**LUMO energy**: -4.027 eV

---

Molecular formula: C16H32O2OsP2
Method: DFT, ωB97M-V/def2-TZVPD

The geometry in XYZ format:
```
53
Properties=species:S:1:pos:R:3:forces:R:3
P 0.4805 -2.7742 1.4900 -0.123 -0.343 0.056
P -0.4779 3.2688 2.0288 1.139 -2.390 -0.853
C -1.0415 1.4093 -0.1713 -2.564 -0.054 3.275
C -0.2527 2.5630 0.3097 0.503 0.634 -0.299
H -2.1237 1.3972 0.0401 0.454 0.103 -0.433
H -1.1472 -1.4876 -1.1450 0.160 -0.207 -0.554
H 0.8060 2.2404 0.1651 -0.312 0.857 0.834
H -0.3490 3.4453 -0.3555 -0.145 0.069 0.158
C -2.1250 3.8754 2.2952 -0.203 0.682 0.003
H -2.2089 4.3987 3.2597 0.119 -0.205 -0.235
H -2.8680 3.0637 2.2662 0.418 0.072 -0.010
H -2.3630 4.5852 1.4930 -0.002 -0.061 0.133
C 0.9978 4.2598 2.0956 -0.123 0.850 0.253
H 1.0145 4.8878 1.1999 -0.003 0.098 0.145
H 1.8844 3.6068 2.0599 -0.516 0.019 0.143
H 1.0298 4.8936 2.9863 0.076 -0.082 -0.110
C -0.7966 -4.1038 1.5470 -0.032 0.409 -0.393
H -0.6130 -4.8244 2.3592 -0.014 0.281 -0.294
H -0.7682 -4.6176 0.5733 -0.251 0.019 0.379
H -1.7747 -3.6098 1.6862 0.308 -0.445 -0.080
C 2.0204 -3.7375 1.2333 -0.159 0.334 -0.397
H 2.8749 -3.1040 1.4993 -0.082 -0.203 -0.163
H 2.0615 -3.9937 0.1672 0.297 -0.144 0.271
H 2.0366 -4.6507 1.8373 -0.055 0.160 -0.099
Os 0.1139 -0.0108 -0.9393 1.754 0.910 4.427
C 0.7060 1.1829 -2.3503 -0.188 2.309 -1.618
C -0.8018 1.0742 -2.3001 0.234 1.968 -2.594
C -1.5661 0.2502 -3.2956 -0.650 -0.493 0.041
C -1.0326 -1.1834 -3.4010 -0.755 -0.008 0.086
C -0.4312 -1.6641 -2.0628 -0.800 -3.304 -1.964
C 1.1165 -1.5067 -1.8106 -0.086 -2.894 0.157
C 1.9538 -0.9491 -2.9148 0.681 0.313 -0.094
C 1.5452 0.4717 -3.3707 0.946 0.010 -0.562
C 0.6418 -2.3939 3.2557 0.118 0.567 0.067
H 0.9831 2.2507 -2.2327 0.070 -0.729 0.374
H -1.2398 2.0787 -2.2360 0.031 -0.363 0.255
H -1.5550 0.7674 -4.2646 -0.035 -0.107 0.183
H -2.6172 0.2209 -2.9580 0.298 0.038 -0.228
H -1.8867 -1.8407 -3.6217 0.438 0.121 -0.227
H -0.2976 -1.2680 -4.2089 -0.175 -0.234 0.289
H -0.5657 -2.7785 -2.0367 0.273 0.598 0.119
H 1.5238 -2.4046 -1.3044 -0.189 0.735 -0.360
H 1.9781 -1.6541 -3.7535 -0.080 -0.017 -0.026
H 2.9871 -0.9098 -2.5408 -0.248 -0.097 -0.090
H 2.4721 1.0512 -3.4773 -0.262 -0.168 -0.130
H 1.0739 0.4816 -4.3610 -0.011 -0.054 0.231
H 1.3172 -1.5276 3.3164 -0.154 -0.235 0.335
H 1.0815 -3.2418 3.8040 -0.322 0.323 -0.084
H -0.3481 -2.1158 3.6472 0.382 -0.166 0.134
O -1.4724 1.2493 4.7430 1.170 -0.726 -2.567
C -0.9386 1.0687 3.6850 -0.937 0.647 1.338
O -0.1622 2.1107 3.0825 -0.145 0.331 -0.089
H -0.8762 0.1992 2.9866 -0.250 0.268 0.867
```
Forces are in eV/Å.

Summary:
**<S²>**: 6.025
**Total charge**: +2
**Gap between HOMO and LUMO (alpha / beta)**: 0.27626 / 0.20835 Eh
**Spin multiplicity**: 5
**HOMO energy (alpha / beta)**: -13.40 / -14.48 eV
**LUMO energy (alpha / beta)**: -5.879 / -8.806 eV

---

Molecular formula: C19H25Cl2FN5O4PRb
Method: DFT, ωB97M-V/def2-TZVPD

The geometry in XYZ format:
```
58
Properties=species:S:1:pos:R:3:forces:R:3
Rb 0.1173 -2.5570 -0.2054 0.073 -0.048 0.105
C 0.5739 -5.0901 2.0194 -0.026 -0.068 -0.008
C 1.8642 -4.9529 1.5223 0.047 -0.034 -0.030
C 2.6042 -3.8155 1.8183 0.046 -0.008 -0.024
C 2.0507 -2.8140 2.6073 0.054 0.053 0.016
C 0.7591 -2.9480 3.0992 -0.023 0.021 0.047
C 0.0215 -4.0891 2.8074 -0.051 0.010 0.033
H 0.0081 -5.9886 1.8087 -0.011 0.009 -0.008
H 2.3018 -5.7420 0.9244 -0.012 0.004 -0.012
H 3.6200 -3.7217 1.4559 -0.006 0.010 -0.011
H 2.6414 -1.9420 2.8603 -0.011 0.009 -0.007
H 0.3303 -2.1767 3.7255 -0.008 0.008 -0.010
H -0.9770 -4.2024 3.2086 -0.009 0.009 -0.014
F -2.6362 3.7268 -2.5224 -0.024 0.000 -0.005
C -2.3303 2.4259 -2.5514 -0.112 -0.093 0.062
C -3.0775 1.5183 -1.9090 0.088 0.197 -0.141
N -2.7535 0.1777 -1.8870 0.088 -0.036 -0.131
C -3.3561 -0.6286 -0.8103 0.078 0.101 0.134
C -2.6250 -0.1715 0.4843 0.015 -0.001 -0.221
O -2.8683 0.9902 0.8695 -0.019 0.120 -0.058
O -1.7284 -0.9334 0.9093 -0.158 -0.295 0.192
C -1.6297 -0.2853 -2.5341 0.075 -0.032 -0.041
O -1.2088 -1.4313 -2.4656 -0.190 0.030 0.098
N -0.9481 0.6623 -3.2721 -0.025 0.040 0.029
C -1.1173 2.0477 -3.2552 -0.004 -0.002 0.030
O -0.2991 2.7953 -3.7384 -0.015 -0.011 0.001
H -3.9502 1.8002 -1.3396 -0.006 0.021 -0.001
H -3.1966 -1.6768 -1.0372 0.012 0.000 0.025
H -4.4199 -0.4043 -0.7786 0.002 0.000 0.021
H -0.1249 0.3273 -3.7545 -0.004 -0.037 0.011
Cl -0.9961 -5.0976 -2.0756 -0.124 -0.136 0.043
C 0.2520 -4.8489 -3.3014 -0.089 0.102 -0.089
Cl 1.7564 -4.2536 -2.5868 0.212 -0.010 -0.010
H -0.1049 -4.0959 -3.9937 -0.011 -0.051 -0.029
H 0.4532 -5.7959 -3.7867 0.002 0.013 0.005
C 0.0972 3.8001 -0.1964 0.128 -0.101 0.005
N -0.4840 2.7275 0.7318 0.030 0.144 -0.148
C 0.0372 2.9788 2.1357 -0.132 0.024 0.103
N 1.4595 3.0067 2.1550 0.101 0.123 0.086
C 1.9632 4.0293 1.2404 -0.004 -0.002 0.039
N 1.5279 3.8033 -0.1294 -0.114 -0.017 -0.178
C 2.1493 2.6083 -0.7382 -0.419 0.299 0.046
P 1.6920 1.0599 0.1732 0.592 -0.132 0.077
C -0.1019 1.3630 0.2773 -0.024 0.007 -0.020
C 2.0588 1.7028 1.8885 -0.010 -0.228 -0.048
H -0.3012 4.7565 0.1431 -0.010 -0.017 0.006
H -0.2476 3.5927 -1.2085 -0.008 0.000 0.025
H -1.5133 2.7208 0.7449 -0.031 0.010 0.034
H -0.3623 2.1829 2.7636 -0.004 0.012 0.003
H -0.3660 3.9408 2.4533 -0.018 -0.008 -0.018
H 3.0515 4.0366 1.2748 -0.004 0.002 0.020
H 1.5958 5.0031 1.5704 0.012 -0.006 -0.008
H 3.2311 2.7407 -0.7640 -0.002 -0.005 0.054
H 1.8082 2.5365 -1.7745 0.036 -0.013 0.001
H -0.5328 0.6432 0.9742 -0.037 0.044 -0.019
H -0.5829 1.2037 -0.6852 0.033 -0.007 -0.028
H 3.1373 1.7723 2.0380 -0.001 -0.015 -0.027
H 1.6768 0.9820 2.6163 0.035 -0.005 -0.007
```
Forces are in eV/Å.

Summary:
**Total charge**: +1
**Gap between HOMO and LUMO**: 0.34442 Eh
**Spin multiplicity**: 1
**HOMO energy**: -11.58 eV
**LUMO energy**: -2.209 eV

---

Molecular formula: C44H58F3N2O5SSi2Ti
Method: DFT, ωB97M-V/def2-TZVPD

The geometry in XYZ format:
```
116
Properties=species:S:1:pos:R:3:forces:R:3
Ti -0.7165 1.0818 -0.8458 1.078 -1.644 -2.173
C 1.1265 1.8989 2.0399 -0.123 1.645 0.922
C 1.7536 2.6761 0.8687 -1.340 0.228 0.899
C 3.0579 2.2674 0.2616 -1.037 -2.094 0.497
C 1.7797 4.1452 1.2277 0.105 0.062 2.211
O 0.6146 2.4929 -0.1857 -0.143 -0.201 -0.386
Si 0.1682 3.7380 -1.2566 0.358 0.819 -1.586
S -1.1348 2.7203 -2.6092 -0.019 -1.530 2.045
O -0.3772 5.0818 -0.5905 -1.208 0.361 1.606
C -1.3976 5.5406 0.4659 -1.308 -0.868 -1.231
C -2.5168 6.2140 -0.3371 -0.176 -1.871 0.010
C -0.7319 6.5729 1.2845 1.973 -0.851 2.203
C -1.9765 4.3408 1.2723 0.517 0.919 -1.681
O 1.5008 4.0482 -2.1193 -0.190 -0.258 0.931
C 1.9648 5.0723 -3.0121 -0.382 0.172 -1.146
C 2.1830 6.3417 -2.2629 0.315 0.368 2.763
C 3.1792 4.4162 -3.6664 1.138 1.998 0.973
C 0.8885 5.3949 -4.0442 -1.155 0.331 -0.455
H 0.0869 2.3109 2.2102 1.162 -0.465 -0.161
H 1.6907 2.0906 2.9851 -0.273 -0.212 -0.749
H 1.0350 0.8480 1.9090 0.193 -0.950 -0.383
H 3.8221 2.1996 1.0375 -0.030 0.093 -0.123
H 3.2857 2.9680 -0.4872 0.658 0.854 -0.989
H 2.9069 1.2756 -0.1971 0.438 0.217 0.095
H 2.6734 4.3337 1.9065 -0.957 -0.273 -0.937
H 0.8828 4.3591 1.8574 0.784 -0.005 -0.603
H 1.8116 4.8251 0.3939 0.242 0.156 -0.264
H -2.1134 7.1482 -0.6911 -0.395 0.302 -0.522
H -3.3805 6.3434 0.3353 0.296 0.306 -0.317
H -2.8267 5.4935 -1.1437 0.210 1.018 0.483
H -0.4893 7.4136 0.6299 0.199 0.084 0.548
H 0.2209 6.0466 1.6927 -1.435 1.627 -0.542
H -1.3417 6.8602 2.2034 0.618 -0.173 -1.432
H -2.6619 4.6859 2.0358 0.210 0.138 0.373
H -1.1466 3.7588 1.6426 -0.154 -0.338 0.434
H -2.5811 3.7744 0.5642 0.142 -0.397 0.083
H 3.0469 6.2910 -1.5627 -0.347 0.065 -0.506
H 1.2991 6.5417 -1.6293 0.255 -0.497 -0.035
H 2.2006 7.2744 -2.7816 0.609 0.272 -1.160
H 3.8917 4.0745 -2.8456 -0.722 0.478 -1.215
H 3.6576 5.1858 -4.3482 -0.270 -1.112 0.754
H 2.8170 3.5866 -4.2182 -0.047 -0.870 -0.634
H 0.0434 5.9853 -3.5849 0.753 -0.688 -0.248
H 0.4685 4.4664 -4.4481 0.063 0.200 -0.108
H 1.2369 6.0296 -4.8914 0.104 -0.567 0.655
F -8.1603 -0.4568 4.6950 0.085 0.018 -0.809
C -8.4011 -0.1052 3.4083 -2.840 0.532 1.405
F -9.2972 -1.0733 2.9322 1.764 1.786 0.302
F -9.1128 1.1124 3.5123 1.119 -2.098 -0.682
C -7.1185 0.0583 2.6672 0.937 -0.081 -1.028
C -6.7841 1.2456 2.0071 -2.402 0.563 0.540
C -5.5777 1.4604 1.4240 2.977 -0.925 -1.877
C -4.5868 0.3973 1.3798 -1.994 -0.909 2.670
C -4.9525 -0.8607 2.0918 0.364 2.154 -2.093
C -6.2174 -1.0073 2.6359 -0.145 -0.263 0.472
C -3.2898 0.6626 0.8530 0.742 0.342 -0.981
C -2.2347 1.0039 0.2900 -2.147 -0.386 1.678
H -7.5983 1.9925 1.9164 0.845 -0.309 0.232
H -5.2931 2.3563 0.8160 -0.700 -0.655 0.918
H -4.2876 -1.7049 2.0438 0.239 -0.047 0.119
H -6.5362 -1.9703 3.0634 0.383 0.503 -0.127
C 4.7486 -6.6891 -1.0861 -0.423 1.786 0.098
O 3.3344 -6.3697 -1.1801 0.087 0.779 -0.766
C 2.8162 -5.7357 -2.3052 -1.055 -0.526 -1.033
C 3.3710 -5.7967 -3.6125 -1.393 1.754 2.184
C 2.8757 -4.9262 -4.6025 1.077 0.251 -1.074
C 1.6344 -4.3083 -4.4974 0.529 -1.074 1.235
C 0.9323 -4.5546 -3.3131 -0.142 0.640 -0.353
C 1.5234 -5.1257 -2.1868 0.631 0.646 -0.047
N 0.8811 -4.8982 -0.9624 0.781 -0.591 1.508
C 0.3423 -3.5796 -0.5557 -1.430 -0.469 0.299
C 1.1459 -2.3924 -0.9930 1.044 1.195 -0.656
C 2.5603 -2.4409 -1.1064 -0.754 -0.143 -0.772
C 3.2763 -1.5866 -1.9771 0.092 -0.399 1.993
C 2.6232 -0.5390 -2.5481 -0.535 0.622 -1.904
C 1.2383 -0.3804 -2.4267 -0.232 -1.527 2.645
C 0.4747 -1.2429 -1.5391 2.370 0.777 -0.747
O -0.7825 -0.8355 -1.2107 0.137 1.649 -0.045
H 4.7574 -7.2206 -0.1597 0.456 -0.353 0.556
H 5.4276 -5.7586 -1.0074 -1.189 -1.289 -0.295
H 5.0703 -7.3412 -1.8779 0.156 -0.189 -0.420
H 4.2639 -6.3392 -3.6401 1.393 -0.459 -0.795
H 3.5557 -4.6295 -5.4395 -0.791 -0.767 0.533
H 1.2288 -3.6403 -5.2360 0.025 -0.053 -0.278
H -0.0767 -4.1418 -3.2305 0.296 -0.092 0.210
H 1.4126 -5.2457 -0.1481 -0.378 -0.037 -0.932
H -0.6343 -3.4284 -1.0646 0.427 -0.286 0.303
H 3.0984 -3.2338 -0.5777 -0.309 0.072 -0.358
H 4.3597 -1.6593 -2.0786 -0.344 -0.221 0.001
H 3.1756 0.0738 -3.2717 -0.333 0.014 0.422
H 0.6919 0.3952 -2.8858 -0.387 0.931 -0.946
C -2.6874 -4.4755 0.2865 -0.031 1.312 0.129
Si -1.4206 -4.2490 1.6610 0.946 0.587 -0.456
C -1.8733 -2.8923 2.9191 -0.304 -0.482 -0.173
C -0.9014 -5.8366 2.5000 -0.043 0.577 0.682
N 0.0657 -3.6239 0.8733 -1.341 -0.573 -0.517
C 1.0773 -3.2053 1.7337 1.178 0.394 0.043
C 2.2022 -3.9927 2.0627 -0.417 -0.095 -0.005
C 3.2234 -3.4336 2.8528 -0.408 -2.125 -0.047
C 3.1070 -2.1824 3.3482 -1.234 1.512 0.494
C 1.9619 -1.4125 3.0413 0.557 -0.411 0.555
C 0.9674 -1.8930 2.2412 -0.384 -0.226 -0.794
H -3.6591 -4.7632 0.6646 -0.322 -0.052 0.333
H -2.4288 -5.2445 -0.4345 0.315 0.130 -0.246
H -2.8362 -3.4608 -0.1974 0.213 -1.170 0.221
H -2.0193 -1.9252 2.4315 -0.037 -0.048 0.013
H -1.0685 -2.7866 3.6369 0.321 0.048 0.050
H -2.7421 -3.1152 3.5397 -0.246 -0.110 -0.185
H -1.4295 -5.9436 3.4532 0.177 -0.001 0.073
H 0.2062 -5.8734 2.6965 -1.215 -0.231 -0.409
H -1.3151 -6.6134 1.8716 0.545 -0.603 -0.229
H 2.2613 -5.0865 1.8142 -0.140 1.293 -0.011
H 3.9640 -4.1275 3.2567 0.154 0.409 -0.373
H 3.7498 -1.8314 4.1317 0.499 0.184 -0.003
H 1.7583 -0.5044 3.5567 0.359 0.789 0.297
H 0.0565 -1.2817 1.9778 1.116 -0.825 0.356
```
Forces are in eV/Å.

Summary:
**Total charge**: +1
**Gap between HOMO and LUMO (alpha / beta)**: 0.17122 / 0.17119 Eh
**Spin multiplicity**: 1
**HOMO energy (alpha / beta)**: -9.47 / -9.47 eV
**LUMO energy (alpha / beta)**: -4.812 / -4.813 eV